Entry from the OMol25 dataset: a molecular structure, C26H66F6O36P6S2Zn at a distorted geometry (the ωB97M-V functional and the def2-TZVPD basis).

Values from the calculation:
Net charge   0
HOMO   -0.3394 Ha
LUMO energy   -6.765 eV

Atoms and positions in Å:
Zn  -12.907  -14.804  7.703
C  -16.854  -16.691  11.660
F  -17.310  -16.804  10.404
F  -17.090  -15.435  12.082
F  -17.433  -17.577  12.537
S  -14.910  -17.187  11.623
O  -14.818  -18.523  11.096
O  -14.370  -16.123  10.727
O  -14.302  -16.985  12.927
C  -17.585  -10.128  7.598
F  -18.099  -9.116  6.851
F  -17.243  -9.656  8.871
F  -18.349  -11.131  7.659
S  -15.932  -10.790  6.638
O  -15.438  -11.942  7.431
O  -16.443  -11.144  5.261
O  -15.010  -9.667  6.628
C  -15.570  -1.347  5.995
O  -14.644  -1.340  7.043
P  -13.148  -1.832  6.752
O  -12.870  -2.115  5.291
O  -13.208  -3.092  7.727
C  -14.327  -3.976  7.737
O  -12.164  -0.755  7.432
C  -12.270  -0.227  8.739
H  -16.169  -2.250  6.121
H  -15.037  -1.419  5.047
H  -16.293  -0.541  5.872
H  -13.919  -4.963  7.954
H  -14.696  -4.111  6.720
H  -15.049  -3.551  8.434
H  -12.638  -0.999  9.414
H  -13.153  0.411  8.701
H  -11.449  0.473  8.895
C  -14.345  -15.111  -4.307
O  -13.424  -14.627  -3.315
P  -13.270  -13.058  -3.103
O  -12.126  -12.627  -2.284
O  -14.704  -12.746  -2.363
C  -14.652  -11.754  -1.327
O  -13.394  -12.360  -4.560
C  -12.847  -11.052  -4.748
H  -14.655  -16.032  -3.812
H  -13.800  -15.293  -5.233
H  -15.214  -14.456  -4.374
H  -13.785  -11.099  -1.416
H  -14.602  -12.174  -0.323
H  -15.600  -11.256  -1.531
H  -13.382  -10.319  -5.352
H  -11.793  -11.075  -5.024
H  -12.837  -10.615  -3.750
C  -17.006  -20.196  6.291
O  -17.068  -19.033  5.433
P  -15.757  -18.387  4.817
O  -15.107  -17.322  5.575
O  -14.888  -19.739  4.461
C  -14.332  -20.007  3.150
O  -16.318  -17.773  3.435
C  -17.288  -16.747  3.281
H  -16.405  -20.043  7.188
H  -16.454  -20.959  5.741
H  -18.034  -20.502  6.486
H  -13.252  -20.098  3.267
H  -14.442  -19.242  2.382
H  -14.836  -20.893  2.762
H  -18.249  -17.062  2.876
H  -16.846  -15.969  2.660
H  -17.549  -16.281  4.231
C  -17.557  -1.498  -0.283
O  -17.534  -2.682  0.521
P  -16.180  -3.554  0.461
O  -14.973  -2.728  0.562
O  -16.301  -4.503  1.757
C  -15.719  -5.684  1.920
O  -16.414  -4.510  -0.822
C  -15.259  -4.893  -1.468
H  -17.611  -0.614  0.351
H  -18.383  -1.545  -0.993
H  -16.590  -1.311  -0.750
H  -16.508  -6.230  2.438
H  -14.798  -5.656  2.502
H  -15.456  -6.240  1.020
H  -15.371  -4.531  -2.491
H  -15.321  -5.981  -1.497
H  -14.315  -4.528  -1.063
C  -9.008  -11.207  12.934
O  -9.639  -11.717  11.772
P  -10.583  -10.912  10.722
O  -11.000  -11.871  9.590
O  -11.702  -10.128  11.610
C  -12.906  -10.645  12.048
O  -9.565  -9.732  10.207
C  -9.952  -8.444  10.064
H  -9.049  -12.026  13.652
H  -9.457  -10.293  13.322
H  -7.965  -10.908  12.828
H  -13.548  -11.195  11.360
H  -13.545  -9.855  12.443
H  -12.839  -11.200  12.984
H  -10.441  -7.991  10.926
H  -10.504  -8.140  9.175
H  -9.070  -7.821  9.912
C  -20.987  -10.919  0.936
O  -21.009  -10.216  -0.318
P  -20.934  -11.127  -1.691
O  -20.948  -12.602  -1.442
O  -22.299  -10.711  -2.507
C  -23.007  -11.811  -3.147
O  -19.769  -10.389  -2.532
C  -19.443  -10.884  -3.825
H  -20.672  -11.953  0.795
H  -21.989  -10.911  1.366
H  -20.350  -10.410  1.659
H  -23.808  -11.434  -3.783
H  -23.500  -12.323  -2.320
H  -22.238  -12.254  -3.780
H  -18.372  -10.740  -3.968
H  -20.050  -10.389  -4.583
H  -19.484  -11.971  -3.898
C  -27.298  -9.318  9.457
O  -26.467  -9.542  10.631
C  -25.240  -9.026  10.602
O  -24.670  -8.362  9.749
O  -24.520  -9.925  11.401
C  -23.149  -10.030  11.337
H  -27.790  -8.358  9.613
H  -28.150  -9.996  9.404
H  -26.869  -9.501  8.472
H  -22.863  -10.988  10.903
H  -22.635  -9.968  12.296
H  -22.719  -9.381  10.574
C  -9.450  -16.211  1.961
O  -10.098  -15.667  3.072
C  -10.325  -14.380  3.345
O  -11.001  -14.103  4.309
O  -9.675  -13.608  2.485
C  -9.970  -12.203  2.399
H  -8.864  -17.080  2.259
H  -8.728  -15.671  1.348
H  -10.202  -16.531  1.240
H  -11.034  -12.021  2.252
H  -9.372  -11.711  1.632
H  -9.720  -11.635  3.295

---

Entry from the OMol25 dataset: a molecular structure, C26H28AsBN4O6S2Ti at a distorted geometry (the ωB97M-V functional and the def2-TZVPD basis).

Values from the calculation:
Net charge   -2
HOMO   -0.1043 Ha
LUMO energy   3.723 eV

Atoms and positions in Å:
Ti  0.237  0.138  -0.188
O  -1.177  6.553  -3.094
C  -1.774  5.482  -3.334
O  -2.787  5.259  -4.026
C  -1.218  4.248  -2.600
C  -0.054  4.319  -1.848
C  0.426  3.192  -1.204
N  -0.200  2.020  -1.286
C  -1.330  1.944  -2.000
C  -1.869  3.020  -2.667
C  -1.957  0.584  -1.986
O  -3.028  0.326  -2.474
O  -1.194  -0.288  -1.339
H  0.453  5.271  -1.777
H  1.325  3.207  -0.605
H  -2.780  2.917  -3.239
S  1.250  -2.115  -0.148
C  1.512  -2.574  -1.809
C  1.632  -3.986  -2.092
N  1.733  -5.119  -2.275
C  1.657  -1.642  -2.770
S  1.569  0.048  -2.423
C  1.954  -2.048  -4.133
N  2.189  -2.357  -5.216
C  1.160  -0.502  4.387
C  1.361  -0.060  2.961
O  0.634  -0.553  2.109
C  2.392  0.949  2.650
C  3.246  1.423  3.653
C  4.241  2.337  3.379
C  4.396  2.789  2.064
C  3.564  2.347  1.059
C  2.541  1.432  1.342
O  1.748  1.040  0.376
H  0.387  -1.265  4.402
H  0.836  0.350  4.988
H  2.082  -0.900  4.814
H  3.119  1.066  4.667
H  4.890  2.695  4.166
H  5.180  3.501  1.830
H  3.674  2.680  0.035
C  -1.905  -3.937  -0.873
C  -2.870  -2.948  -0.225
As  -2.033  -1.749  1.069
C  -2.043  -2.852  2.685
C  -0.769  -3.682  2.848
C  -3.600  -0.639  1.468
C  -4.902  -1.374  1.764
H  -2.420  -4.558  -1.610
H  -1.442  -4.605  -0.144
H  -1.098  -3.414  -1.385
H  -3.695  -3.458  0.277
H  -3.293  -2.288  -0.987
H  -2.930  -3.490  2.672
H  -2.155  -2.149  3.515
H  -0.692  -4.455  2.081
H  -0.737  -4.178  3.823
H  0.122  -3.061  2.749
H  -3.716  0.026  0.610
H  -3.312  -0.005  2.308
H  -5.266  -1.924  0.895
H  -5.684  -0.664  2.050
H  -4.793  -2.086  2.585
B  -1.766  2.489  3.425
C  -1.291  1.816  2.068
N  -0.992  1.251  1.107
H  -2.892  2.915  3.256
H  -0.981  3.375  3.706
H  -1.748  1.595  4.264

---

Entry from the OMol25 dataset: a molecular structure, C39H65CrN4Si4Te (the ωB97M-V functional and the def2-TZVPD basis).

Values from the calculation:
Net charge   -1
HOMO (alpha / beta)   -0.1199 / -0.1412 Ha
Spin multiplicity   5
LUMO energy (alpha / beta)   2.040 / 2.039 eV
⟨S²⟩   6.025

Atoms and positions in Å:
Cr  0.333  0.185  0.439
N  1.926  2.591  1.994
C  1.043  1.414  2.279
C  -0.148  1.879  3.091
C  -1.087  0.686  3.269
N  -1.645  0.370  1.958
C  -0.346  -0.536  3.836
C  1.045  -0.829  3.255
N  0.977  -1.375  1.884
C  1.846  0.461  3.149
H  1.397  3.320  1.515
H  2.664  2.252  1.310
H  2.373  3.016  2.814
H  0.295  2.593  0.192
H  -0.701  2.673  2.573
H  0.123  2.271  4.091
H  -1.871  0.956  3.991
H  -2.130  1.169  1.556
H  -2.305  -0.397  2.012
H  -0.985  -1.422  3.738
H  -0.210  -0.371  4.909
H  1.544  -1.542  3.923
H  0.443  -2.237  1.845
H  1.913  -1.591  1.544
H  2.825  0.243  2.711
H  2.025  0.861  4.166
C  6.275  0.220  -4.882
Si  4.689  -0.125  -3.911
C  3.295  -0.186  -5.175
C  4.822  -1.811  -3.098
Si  4.320  1.517  -2.272
Te  3.370  0.484  -0.231
Si  2.935  3.220  -3.096
C  3.802  4.120  -4.513
C  1.282  2.597  -3.714
C  2.606  4.466  -1.720
Si  6.393  2.357  -1.573
C  7.343  3.339  -2.879
C  6.174  3.493  -0.084
C  7.466  0.907  -1.027
H  6.424  -0.543  -5.651
H  7.155  0.222  -4.235
H  6.224  1.191  -5.380
H  3.445  -1.023  -5.863
H  3.248  0.734  -5.763
H  2.332  -0.324  -4.682
H  5.024  -2.586  -3.843
H  3.888  -2.049  -2.586
H  5.618  -1.827  -2.350
H  4.005  3.433  -5.340
H  4.753  4.555  -4.202
H  3.170  4.925  -4.898
H  1.395  1.892  -4.542
H  0.676  3.437  -4.066
H  0.719  2.115  -2.912
H  3.528  4.913  -1.343
H  2.104  3.954  -0.895
H  1.949  5.267  -2.070
H  6.815  4.259  -3.137
H  7.483  2.765  -3.796
H  8.331  3.617  -2.501
H  5.604  4.386  -0.348
H  7.145  3.813  0.305
H  5.639  2.965  0.707
H  7.720  0.259  -1.869
H  6.925  0.308  -0.292
H  8.399  1.255  -0.575
C  -3.791  -1.792  -0.296
N  -3.131  -3.006  0.140
C  -3.702  -3.471  1.380
C  -1.687  -2.811  0.287
C  -0.993  -2.410  -0.997
C  -1.175  -3.270  -2.086
C  -0.635  -2.967  -3.322
C  0.103  -1.796  -3.460
C  0.302  -0.972  -2.363
C  -0.234  -1.230  -1.086
H  -4.846  -1.994  -0.492
H  -3.327  -1.415  -1.206
H  -3.736  -0.994  0.467
H  -4.771  -3.653  1.259
H  -3.578  -2.739  2.204
H  -3.224  -4.403  1.689
H  -1.283  -3.762  0.659
H  -1.491  -2.039  1.049
H  -1.771  -4.168  -1.958
H  -0.787  -3.628  -4.167
H  0.519  -1.535  -4.426
H  0.900  -0.075  -2.501
C  -0.441  2.265  -0.529
C  -1.477  2.916  -0.848
C  -2.596  3.548  -1.257
C  -2.552  4.467  -2.402
C  -3.695  4.772  -3.154
C  -3.638  5.627  -4.242
C  -2.436  6.205  -4.628
C  -1.289  5.904  -3.903
C  -1.347  5.058  -2.809
C  -3.843  3.283  -0.521
C  -4.788  4.281  -0.253
C  -5.920  4.017  0.501
C  -6.147  2.748  1.021
C  -5.222  1.745  0.761
C  -4.099  2.007  -0.007
H  -4.641  4.318  -2.884
H  -4.542  5.834  -4.803
H  -2.392  6.872  -5.479
H  -0.339  6.342  -4.187
H  -0.447  4.831  -2.251
H  -4.621  5.282  -0.636
H  -6.628  4.816  0.694
H  -7.030  2.545  1.614
H  -5.387  0.743  1.144
H  -3.395  1.214  -0.237

---

Entry from the OMol25 dataset: a gas-phase ion, C4H12NOSi (charge -1) at a distorted geometry (the ωB97M-V functional and the def2-TZVPD basis).

Values from the calculation:
Net charge   -1
HOMO   -0.0879 Ha
LUMO energy   4.259 eV
ΔE to the lowest compared entry with this formula, charge and spin   1.990 eV

Atoms and positions in Å:
C  1.539  1.605  0.931
C  -1.977  -1.292  1.480
C  0.463  -1.079  -0.499
C  -0.067  1.611  -1.548
N  -0.974  -0.200  1.512
O  -1.557  0.959  0.657
Si  0.047  0.630  0.205
H  2.357  1.162  0.370
H  1.470  2.636  0.529
H  1.841  1.531  2.012
H  -1.716  -2.032  0.634
H  -1.891  -1.787  2.461
H  -3.005  -0.932  1.336
H  -0.012  -1.234  -1.513
H  1.528  -1.218  -0.785
H  0.376  -1.933  0.226
H  -0.830  2.354  -1.300
H  0.839  2.183  -1.723
H  -0.390  0.979  -2.286

---

| no. | electronic energy (eV) |
| --- | --- |
| 1 | -243867.2969 |
| 2 | -151969.4834 |
| 3 | -114686.3479 |
| 4 | -15756.9144 |